# 1
# C7H18ClI2LuO5P2

A structure of composition C7H18ClI2LuO5P2 (the ωB97M-V functional and the def2-TZVPD basis, the Open Molecules 2025 dataset).

Last column: Mulliken charge in e.
Cartesian coordinates (Å):
I (0.00078, -1.25600, -5.41094)  0.056
I (-0.00068, 1.38186, -5.13990)  -0.020
Lu (0.00464, 1.39277, 0.18590)  0.899
P (-2.46210, 0.06237, -0.00148)  0.572
C (-3.59968, -0.05650, -1.41954)  -1.148
C (-3.04123, -1.38290, 0.95280)  -1.138
H (-4.12794, -1.31880, 1.12448)  0.436
H (-4.29461, 1.22535, 0.94883)  0.397
H (-2.51019, -1.42704, 1.91629)  0.293
H (-2.80332, 1.51432, 1.93120)  0.394
H (-3.38688, -0.97749, -1.96821)  0.405
H (-2.80081, -2.29967, 0.39028)  0.383
C (-3.22199, 1.44759, 0.91445)  -1.309
H (-4.65397, -0.05366, -1.10992)  0.426
H (-3.05242, 2.40166, 0.38284)  0.449
H (-3.41145, 0.77288, -2.10459)  0.366
P (2.46316, 0.04768, 0.00510)  0.575
C (3.60568, -0.07545, -1.40859)  -1.150
C (3.22815, 1.42720, 0.92555)  -1.311
H (2.49661, -1.44509, 1.92100)  0.292
H (4.11741, -1.34555, 1.13423)  0.435
H (2.78647, -2.31686, 0.39460)  0.383
C (3.03077, -1.40237, 0.95914)  -1.136
H (2.80717, 1.49432, 1.94138)  0.395
H (4.29949, 1.19926, 0.96218)  0.396
H (4.65904, -0.07666, -1.09610)  0.426
H (3.42315, 0.75458, -2.09434)  0.367
H (3.06584, 2.38337, 0.39530)  0.450
H (3.39132, -0.99541, -1.95829)  0.405
C (0.00182, -0.13704, -1.44346)  0.342
O (-0.00085, -1.05815, -2.16461)  -0.172
O (-0.00103, -1.42847, 3.51309)  -0.481
Cl (-0.00327, -0.00161, 3.43123)  1.638
O (-1.20111, 0.59863, 3.93294)  -0.528
O (1.19318, 0.60188, 3.93457)  -0.529
O (-0.00152, 0.34200, 1.86648)  -0.257

Charge: +2
Relative energy (zero: lowest compared OMol25 entry of this formula, charge and spin) in kcal/mol: 18.0
Highest occupied orbital energy in eV: -14.46

=====

# 2
# C7H18ClI2O2OsP2

A structure of composition C7H18ClI2O2OsP2 (the ωB97M-V functional and the def2-TZVPD basis, the Open Molecules 2025 dataset).

Last column: Mulliken charge in e.
Cartesian coordinates (Å):
I (6.06947, 1.11833, -2.27471)  0.469
I (6.03783, -1.57152, -2.28705)  0.487
Os (-0.18827, -0.09500, -0.45806)  1.014
P (-0.78263, 0.02453, -2.57637)  0.304
C (0.42800, 0.04757, -3.99036)  -1.128
C (-1.85533, -1.41892, -3.03564)  -1.012
H (-2.67669, 1.50211, -2.24943)  0.444
H (-2.27242, 1.36440, -4.01178)  0.399
H (-1.25384, 2.38654, -2.91680)  0.392
C (-1.86445, 1.47311, -2.99389)  -1.025
H (-2.66477, -1.47616, -2.29020)  0.454
H (-2.26685, -1.28006, -4.04753)  0.401
H (-0.10087, 0.05732, -4.96032)  0.416
H (1.06303, -0.85218, -3.91023)  0.385
H (-1.23784, -2.32921, -2.98813)  0.397
H (1.05475, 0.95085, -3.88689)  0.389
C (1.57213, -0.00762, -1.02402)  0.484
O (2.70296, 0.02833, -1.26815)  -0.301
Cl (-2.47783, -0.00169, -0.19930)  -0.325
C (-0.41750, -1.01991, 4.64610)  -1.338
P (0.00853, -0.15975, 3.07200)  1.023
C (-1.21465, 1.17934, 3.27706)  -1.133
C (1.78674, -0.05950, 3.38151)  -1.150
O (0.13436, -0.66960, 1.58365)  -0.604
H (0.34410, -1.69577, 5.00852)  0.401
H (-1.36772, -1.50016, 4.76220)  0.398
H (-0.43678, -0.22891, 5.40913)  0.450
H (-1.23678, 1.55226, 4.30179)  0.401
H (-1.02990, 2.02274, 2.62046)  0.386
H (-2.23030, 0.80946, 3.10087)  0.394
H (2.21516, -0.78586, 2.69950)  0.363
H (2.05175, 0.93846, 3.10140)  0.348
H (2.10661, -0.30349, 4.40466)  0.416

2S+1: 5
Charge: +3
⟨S²⟩: 6.02
Highest occupied orbital energy (alpha / beta) in eV: -19.52 / -19.32

=====

# 3
# C7H18ClILaO2P

A structure of composition C7H18ClILaO2P (the ωB97M-V functional and the def2-TZVPD basis, the Open Molecules 2025 dataset).

Last column: Mulliken charge in e.
Cartesian coordinates (Å):
C (-2.38598, 2.68601, -1.69320)  -0.999
I (-1.76082, -1.58290, -2.94565)  0.093
H (-1.96514, 3.69336, -1.50712)  0.389
H (-3.49249, 2.75530, -1.67554)  0.421
H (-2.10705, 2.43041, -2.74762)  0.381
La (-1.52584, 0.62058, -0.71731)  1.789
P (1.41850, -0.21926, -1.18964)  0.582
C (2.02507, -1.63638, -2.15855)  -1.083
C (1.95289, 1.18751, -2.23662)  -1.208
H (2.39781, 0.73297, 0.78532)  0.350
H (3.66222, 0.03303, -0.28920)  0.404
H (2.61804, -1.04277, 0.71317)  0.365
C (2.65362, -0.11293, 0.13046)  -1.169
H (1.82212, 2.12651, -1.68035)  0.410
H (3.01097, 1.02623, -2.48858)  0.410
H (2.97958, -1.38756, -2.64837)  0.391
H (1.26182, -1.88580, -2.90920)  0.274
H (1.34265, 1.22108, -3.14940)  0.382
H (2.14998, -2.49022, -1.47938)  0.397
C (-0.53981, -1.97465, -0.23459)  -0.118
O (-0.47387, -3.09005, 0.05871)  -0.095
Cl (0.03267, 2.24687, 0.58717)  -0.520
C (-1.48659, -0.66084, 4.14762)  -1.325
C (-1.98271, -0.93816, 2.73674)  0.015
O (-1.75745, 0.16501, 1.80982)  -0.400
H (-0.39794, -0.52584, 4.21075)  0.397
H (-1.72060, -1.53473, 4.76735)  0.378
H (-2.00541, 0.19052, 4.60647)  0.376
H (-1.46171, -1.78979, 2.28557)  0.107
H (-3.06736, -1.11616, 2.70726)  0.283
H (-1.19717, 0.87266, 2.20394)  0.327

Charge: +2
Relative energy (zero: lowest compared OMol25 entry of this formula, charge and spin) in kcal/mol: 60.8
Highest occupied orbital energy (alpha / beta) in eV: -16.08 / -16.28

=====

# 4
# C7H18ClIrOV

A structure of composition C7H18ClIrOV (the ωB97M-V functional and the def2-TZVPD basis, the Open Molecules 2025 dataset).

Last column: Mulliken charge in e.
Cartesian coordinates (Å):
Ir (1.62876, 2.92405, -1.11984)  0.955
Cl (0.64313, 1.34374, -2.75008)  -0.505
C (3.47693, 3.53984, -0.58759)  -1.019
C (0.57433, 4.26653, -2.19984)  -1.049
H (3.56901, 4.64574, -0.49698)  0.306
H (3.83262, 3.04497, 0.36204)  0.274
H (4.16867, 3.21288, -1.40424)  0.322
H (0.99720, 5.26760, -1.99149)  0.301
H (-0.46280, 4.20322, -1.78267)  0.281
H (0.54577, 4.09319, -3.30601)  0.319
V (0.07818, 0.06723, -1.06158)  1.060
C (1.89434, -0.51515, -0.24290)  -1.176
C (0.57486, 1.82784, 0.15733)  -1.320
H (2.39655, 0.43753, -0.03388)  0.486
H (1.54743, -1.07071, 0.63646)  0.228
H (2.39615, -1.10403, -1.00580)  0.269
H (-0.23831, 2.44995, 0.59839)  0.406
H (1.33444, 1.60673, 0.96755)  0.421
C (-0.89978, -2.82541, 1.00397)  -1.373
C (-0.84260, -2.44763, -0.48195)  0.919
C (-1.84952, -3.38147, -1.19899)  -1.485
O (-1.17333, -1.09013, -0.63923)  -0.879
H (-1.55617, -2.15900, 1.56627)  0.286
H (0.12155, -2.78872, 1.37910)  0.298
H (-1.25713, -3.85767, 1.14874)  0.404
H (0.19552, -2.68430, -0.79783)  0.212
H (-2.86044, -3.00018, -0.99329)  0.320
H (-1.70055, -3.33676, -2.27848)  0.345
H (-1.74337, -4.42150, -0.83896)  0.395

2S+1: 6
⟨S²⟩: 8.79
Highest occupied orbital energy (alpha / beta) in eV: -6.80 / -8.61

=====

# 5
# C7H18CrN6O7

A structure of composition C7H18CrN6O7 (the ωB97M-V functional and the def2-TZVPD basis, the Open Molecules 2025 dataset).

Last column: Mulliken charge in e.
Cartesian coordinates (Å):
Cr (-0.16728, -0.43025, 0.80977)  0.789
C (-0.22562, -4.49423, -0.06168)  -1.228
C (0.02943, -3.05850, 0.23737)  1.027
O (-0.47012, -2.51434, 1.19068)  -0.268
O (0.69742, -2.25458, -0.43304)  -0.333
H (0.13710, -5.08883, 0.77676)  0.344
H (0.36289, -4.79786, -0.92746)  0.357
H (-1.27667, -4.72906, -0.22973)  0.327
C (-2.95871, 1.69398, 2.33674)  -1.063
C (-1.58675, 1.29473, 2.12907)  1.097
O (-1.07064, 0.31189, 2.67077)  -0.778
O (-0.97595, 1.82390, 1.18765)  -0.684
H (-3.17496, 2.69897, 1.97434)  0.298
H (-3.22470, 1.70855, 3.39369)  0.376
H (-3.56494, 0.97642, 1.78384)  0.191
C (-2.45149, 0.18582, -1.34401)  0.553
O (-1.77421, -0.43485, -0.56843)  -0.373
N (-2.88509, 1.43183, -1.22190)  -0.357
N (-3.04109, -0.42642, -2.27225)  -0.435
H (-2.37911, 2.06962, -0.62414)  0.252
H (-3.53141, 1.75153, -1.92912)  0.147
H (-2.92013, -1.42246, -2.38792)  0.219
H (-3.53292, 0.05608, -3.01075)  0.177
C (1.54877, 0.65749, -1.75977)  0.371
O (0.91384, 0.59156, -0.73205)  -0.287
N (2.06761, -0.33929, -2.34141)  -0.314
N (1.62991, 1.70574, -2.49900)  -0.430
H (2.73669, -0.31730, -3.09769)  0.180
H (1.96969, -1.16742, -1.77157)  0.251
H (1.41491, 2.55438, -1.99531)  0.290
H (2.32555, 1.79015, -3.22637)  0.208
C (2.77073, 0.67776, 1.78564)  0.812
O (1.88718, -0.16937, 1.83306)  -0.747
N (3.81887, 0.46755, 1.12968)  -0.379
N (2.80259, 1.82853, 2.36853)  -0.382
H (3.90049, -0.34670, 0.53769)  0.224
H (4.50076, 1.19514, 0.96924)  0.163
H (3.59068, 2.45064, 2.25907)  0.142
H (2.10672, 2.06902, 3.05993)  0.263

2S+1: 6
Charge: +1
⟨S²⟩: 8.76
Highest occupied orbital energy (alpha / beta) in eV: -10.15 / -11.14

=====

# 6
# C7H18N2

A cluster of 2 separate species, C7H18N2 in total (the ωB97M-V functional and the def2-TZVPD basis, the Open Molecules 2025 dataset).

Last column: Mulliken charge in e.
Cartesian coordinates (Å):
C (-0.99050, -0.79215, 1.17772)  -0.628
C (-1.89280, 1.43609, 0.16402)  -1.271
C (-1.01631, 0.70634, 1.11468)  1.381
N (-1.84649, -0.62199, 2.33716)  -0.668
N (0.23748, -1.54190, 1.39533)  -0.576
C (-0.29149, 1.32550, 2.17149)  -1.442
H (-1.51183, -1.23382, 0.32100)  0.435
H (-0.90821, 0.47588, 2.92287)  0.476
H (-2.54281, -1.36796, 2.39550)  0.183
H (0.95174, -1.32177, 0.70898)  0.209
H (0.60411, -1.37276, 2.32410)  0.306
H (-2.65601, 0.78447, -0.26175)  0.309
H (-2.36404, 2.29812, 0.63922)  0.396
H (-1.27691, 1.82179, -0.65673)  0.242
H (-0.48564, 2.37400, 2.37248)  0.364
H (0.75154, 1.03639, 2.28274)  0.266
C (1.29328, 0.22397, -1.77525)  0.214
C (0.19157, -0.68081, -2.32612)  -1.030
C (2.64593, -0.48318, -1.69190)  -1.324
H (1.38582, 1.11329, -2.40608)  0.346
H (1.01020, 0.58407, -0.78134)  -0.085
H (-0.76834, -0.16287, -2.37191)  0.258
H (2.58871, -1.37095, -1.05614)  0.297
H (2.97517, -0.81344, -2.67989)  0.380
H (0.43604, -1.02079, -3.33509)  0.427
H (0.06279, -1.56808, -1.70190)  0.219
H (3.41703, 0.17257, -1.28318)  0.316

Relative energy (zero: lowest compared OMol25 entry of this formula, charge and spin) in kcal/mol: 89.2
Highest occupied orbital energy in eV: -8.59